Run a
The following is a DFT calculation (the ωB97M-V functional and the def2-TZVPD basis) of the molecule C3H9NS2.

Positions of all 15 atoms, in Å:
C: 0.119 0.459 0.427
C: -1.352 0.043 0.831
C: 0.915 -0.693 -0.099
H: -0.273 1.482 -1.450
H: 1.063 1.912 -0.629
H: 0.496 0.825 1.403
H: -1.921 0.898 1.021
H: -1.293 -0.553 1.808
H: -2.654 -0.066 -1.092
H: 0.550 -1.564 0.494
H: 0.591 -0.924 -1.125
H: 3.058 -1.740 -0.712
N: 0.137 1.568 -0.534
S: -2.135 -0.996 -0.330
S: 2.698 -0.650 -0.012

As for the SMILES: NC(CS)CS. For the LUMO energy, the calculation gives 0.767 eV. The molar mass is 123.25 g/mol. Its gap between HOMO and LUMO is 9.78 eV. Its multiplicity is 1.

Results of the Mulliken charge analysis, in e, for atoms 1 through 6:
1 C 0.308
2 C -1.011
3 C -0.719
4 H 0.208
5 H 0.259
6 H 0.312



Run b
The following is a DFT calculation (the ωB97M-V functional and the def2-TZVPD basis) of a cluster of 2 separate species, C3H9NS2 in total.

Positions of all 15 atoms, in Å:
C: -0.663 -0.376 -1.981
S: -2.047 -0.506 -0.741
S: -1.313 -0.523 1.263
H: -1.008 0.240 -2.808
H: 0.064 0.225 -1.443
H: -0.256 -1.324 -2.313
H: -0.121 -0.064 0.849
C: 2.955 0.027 0.932
C: 2.135 1.833 -0.317
N: 1.962 0.650 0.085
H: 3.784 0.675 1.241
H: 2.433 -0.447 1.763
H: 3.368 -0.808 0.344
H: 1.271 2.402 -0.661
H: 3.113 2.315 -0.203

As for the SMILES: C=NC.CSS. For the LUMO energy, the calculation gives 0.536 eV. The molar mass is 123.25 g/mol. Its gap between HOMO and LUMO is 8.40 eV. Its multiplicity is 1.

Results of the Mulliken charge analysis, in e, for atoms 1 through 6:
1 C -0.182
2 S -0.090
3 S -0.163
4 H 0.285
5 H -0.242
6 H 0.262



Energetically preferred structure: run a | next structure: +0.0350 hartree



Run a
The following is a DFT calculation (the ωB97M-V functional and the def2-TZVPD basis) of a cluster of 2 separate species, H5NOSi in total.

Positions of all 8 atoms, in Å:
N: -1.105 0.067 -0.301
O: 1.731 0.493 -0.352
Si: 0.405 -0.552 -0.242
H: -2.084 0.697 1.321
H: -1.674 0.728 -0.749
H: 1.678 1.129 0.350
H: 0.370 -0.900 1.297
H: 0.679 -1.661 -1.325

For the LUMO energy (alpha / beta), the calculation gives -1.759 / -1.103 eV. The molar mass is 63.13 g/mol. Its gap between HOMO and LUMO (alpha / beta) is 8.44 / 9.34 eV. Its multiplicity is 1.

Results of the Mulliken charge analysis, in e, for atoms 1 through 6:
1 N -0.451
2 O -0.509
3 Si 0.362
4 H 0.161
5 H 0.295
6 H 0.322



Run b
The following is a DFT calculation (the ωB97M-V functional and the def2-TZVPD basis) of the molecule H5NOSi.

Positions of all 8 atoms, in Å:
N: -1.105 -0.539 0.075
O: 1.647 -0.490 -0.046
Si: 0.292 0.444 0.084
H: -1.854 0.041 -0.243
H: -1.387 -0.912 0.978
H: 2.140 -0.863 -0.884
H: 0.063 1.096 -1.257
H: 0.204 1.224 1.293

As for the SMILES: N[SiH2]O. For the LUMO energy, the calculation gives 0.801 eV. The molar mass is 63.13 g/mol. Its gap between HOMO and LUMO is 10.79 eV. Its multiplicity is 1.

Results of the Mulliken charge analysis, in e, for atoms 1 through 6:
1 N -0.534
2 O -0.506
3 Si 0.441
4 H 0.245
5 H 0.242
6 H 0.350



Energetically preferred structure: run b | next structure: +0.1675 hartree